Formula: C52H42N8O4S4W
Source: the Open Molecules 2025 dataset
Level of theory: ωB97M-V/def2-TZVPD

The geometry in XYZ format:
```
111
Properties=species:S:1:pos:R:3:mulliken_charge:R:1
W -0.481 -0.956 -1.726 2.18
O -1.356 -4.484 -0.194 -0.54
C -0.801 -3.721 -0.917 -0.37
O -1.382 -2.737 -1.628 -0.52
C 0.686 -3.712 -1.224 0.98
C 1.600 -4.743 -1.197 -0.71
C 2.844 -4.524 -1.793 -0.87
C 3.121 -3.325 -2.452 -0.71
C 2.147 -2.349 -2.429 0.86
N 1.014 -2.543 -1.763 0.60
C 2.037 -1.090 -3.254 -0.57
O 2.917 -0.565 -3.856 -0.53
O 0.756 -0.672 -3.234 -0.34
H 1.330 -5.704 -0.779 0.68
H 3.576 -5.322 -1.810 0.56
H 4.034 -3.177 -3.014 0.71
N -0.692 -1.266 0.145 0.08
S -0.209 -1.283 1.584 2.44
N 0.528 -0.005 2.193 0.05
S 0.100 1.498 2.161 1.46
N 0.522 2.310 0.883 -0.61
S 1.231 1.689 -0.404 1.61
N 0.456 0.577 -1.091 -0.10
C 2.883 1.225 0.021 0.64
C 3.687 0.687 -0.979 -0.52
C 5.005 0.385 -0.682 -0.96
C 5.512 0.640 0.589 -0.84
C 4.708 1.224 1.560 -0.73
C 3.385 1.532 1.279 -0.13
C 1.365 3.072 -1.472 0.39
C 1.837 4.271 -0.942 -0.60
C 2.028 5.332 -1.807 -0.93
C 1.762 5.181 -3.167 -0.64
C 1.306 3.971 -3.673 -0.91
C 1.103 2.892 -2.823 -0.31
C 0.865 2.196 3.578 0.55
C 1.649 1.417 4.420 0.22
C 2.223 2.031 5.522 -1.03
C 2.012 3.385 5.758 -0.62
C 1.220 4.144 4.899 -0.85
C 0.633 3.552 3.795 -1.07
C -1.618 1.780 2.378 0.66
C -2.359 2.441 1.406 -0.40
C -3.691 2.714 1.683 -0.88
C -4.255 2.321 2.889 -0.85
C -3.492 1.663 3.850 -0.96
C -2.157 1.405 3.609 -0.79
C 1.045 -2.501 1.799 -0.22
C 0.659 -3.784 2.171 -0.20
C 1.647 -4.748 2.309 -1.12
C 2.975 -4.426 2.061 -0.88
C 3.334 -3.139 1.665 -0.73
C 2.368 -2.157 1.533 0.47
C -1.568 -1.695 2.607 0.46
C -1.344 -1.768 3.982 -0.87
C -2.400 -2.134 4.794 -0.90
C -3.647 -2.411 4.232 -0.72
C -3.843 -2.335 2.860 -1.01
C -2.793 -1.986 2.023 -0.58
H 3.325 0.558 -1.989 0.54
H 5.646 -0.017 -1.455 0.60
H 6.547 0.413 0.812 0.49
H 5.115 1.462 2.533 0.59
H 2.787 2.031 2.025 0.56
H 2.050 4.375 0.113 0.50
H 2.392 6.277 -1.427 0.49
H 1.923 6.014 -3.837 0.46
H 1.124 3.860 -4.733 0.53
H 0.785 1.932 -3.207 0.38
H 1.809 0.366 4.222 0.49
H 2.834 1.451 6.200 0.56
H 2.464 3.854 6.621 0.48
H 1.055 5.194 5.096 0.52
H 0.005 4.132 3.129 0.51
H -1.896 2.766 0.485 0.72
H -4.284 3.273 0.972 0.57
H -5.291 2.553 3.099 0.49
H -3.931 1.387 4.800 0.55
H -1.540 0.947 4.372 0.61
H -0.377 -4.031 2.359 0.56
H 1.375 -5.747 2.624 0.52
H 3.741 -5.181 2.188 0.50
H 4.373 -2.895 1.487 0.59
H 2.642 -1.145 1.263 -0.09
H -0.368 -1.560 4.404 0.55
H -2.255 -2.217 5.863 0.53
H -4.467 -2.703 4.875 0.50
H -4.809 -2.572 2.435 0.54
H -2.918 -1.963 0.949 0.39
C -4.014 2.995 -2.265 -0.80
N -3.736 1.993 -3.294 0.21
C -4.071 2.144 -4.626 -0.87
C -3.653 1.040 -5.271 -0.29
N -3.068 0.212 -4.317 0.55
C -3.117 0.821 -3.121 0.04
S -2.570 0.266 -1.577 -0.40
C -2.598 -1.102 -4.602 0.44
C -3.227 -1.801 -5.618 -1.08
C -2.690 -3.007 -6.027 -0.71
C -1.538 -3.457 -5.402 -1.20
C -1.022 -2.718 -4.362 -0.09
N -1.541 -1.555 -3.928 0.28
H -4.943 3.498 -2.520 0.40
H -3.203 3.720 -2.223 0.33
H -4.132 2.500 -1.306 0.27
H -4.572 3.023 -4.993 0.53
H -3.692 0.781 -6.313 0.58
H -4.126 -1.414 -6.074 0.65
H -3.158 -3.576 -6.819 0.49
H -1.053 -4.376 -5.701 0.52
H -0.150 -3.080 -3.842 0.40
```

Calculated values
ΔE to the lowest compared entry with this formula, charge and spin: 1.8992 eV
Net charge: +4
LUMO: -11.77 eV
HOMO: -18.4 eV
HOMO-LUMO gap: 6.6 eV

Formula: C23H63BNO10
Source: the Open Molecules 2025 dataset
Level of theory: ωB97M-V/def2-TZVPD

The geometry in XYZ format:
```
98
Properties=species:S:1:pos:R:3:mulliken_charge:R:1
C 1.842 -1.214 1.339 -0.73
C 0.312 -0.626 1.390 0.49
C -0.646 -1.077 0.136 -0.56
C -1.104 0.145 -0.857 -0.46
N -2.460 0.746 -0.552 0.12
B -2.451 1.610 0.695 1.73
O -3.275 2.838 0.756 -0.66
C -3.860 2.725 2.133 -0.33
C -4.278 1.111 2.006 0.32
O -4.726 0.409 3.219 -0.49
C -4.721 -1.063 3.036 -0.43
C -5.259 -1.561 1.568 0.51
C -5.911 -3.064 1.541 -0.99
O -2.889 0.615 1.737 -0.71
H 2.605 -0.497 0.775 0.25
H 2.226 -1.237 2.468 0.30
H 1.908 -2.326 0.930 -0.02
H 0.367 0.545 1.386 -0.43
H -0.182 -1.022 2.397 0.27
H -0.043 -1.878 -0.512 0.33
H -1.606 -1.655 0.518 0.01
H -1.192 -0.328 -1.949 0.19
H -0.342 1.030 -0.940 0.19
H -3.220 0.027 -0.503 -0.10
H -1.308 1.851 0.834 -0.75
H -4.741 3.470 2.408 0.27
H -3.004 2.702 2.959 0.06
H -5.016 1.173 1.071 -0.18
H -5.359 -1.577 3.904 0.29
H -3.623 -1.517 3.154 0.17
H -6.065 -0.827 1.084 -0.02
H -4.313 -1.560 0.850 -0.16
H -5.694 -3.694 2.503 0.32
H -7.078 -2.919 1.353 0.22
H -5.503 -3.604 0.562 0.26
C 4.623 -5.183 1.746 -0.91
C 3.151 -4.939 1.488 -0.23
O 2.970 -4.379 0.196 -0.51
H 5.187 -4.247 1.671 0.22
H 4.780 -5.611 2.740 0.39
H 5.039 -5.866 0.998 0.22
H 2.744 -4.239 2.224 0.30
H 2.582 -5.872 1.549 0.26
H 3.327 -5.012 -0.450 0.28
C 0.737 1.004 -4.500 -0.77
C -0.438 1.951 -4.629 -0.37
O -1.650 1.255 -4.377 -0.56
H 0.640 0.172 -5.205 0.19
H 1.680 1.524 -4.696 0.33
H 0.776 0.569 -3.496 0.29
H -0.486 2.366 -5.640 0.33
H -0.355 2.779 -3.919 0.26
H -1.601 0.898 -3.474 0.22
C 0.008 4.924 2.798 -0.81
C 0.386 3.515 3.206 -0.47
O 0.043 2.603 2.173 -0.40
H -1.065 4.990 2.592 0.22
H 0.262 5.639 3.585 0.18
H 0.527 5.213 1.878 0.34
H -0.151 3.222 4.112 0.27
H 1.460 3.438 3.401 0.28
H 0.532 2.867 1.375 0.17
C -7.167 -0.477 -3.154 -1.23
C -6.726 -0.085 -1.760 -0.22
O -5.332 -0.306 -1.611 -0.37
H -6.941 -1.531 -3.347 0.29
H -8.241 -0.317 -3.284 0.37
H -6.629 0.106 -3.909 0.35
H -7.249 -0.685 -1.009 0.28
H -6.937 0.971 -1.564 0.29
H -4.876 0.238 -2.276 0.22
C 6.776 -4.756 -2.637 -1.03
C 6.806 -4.061 -1.292 -0.24
O 6.695 -5.018 -0.249 -0.44
H 5.847 -5.322 -2.757 0.25
H 6.856 -4.031 -3.453 0.31
H 7.599 -5.473 -2.721 0.34
H 5.969 -3.361 -1.204 0.30
H 7.738 -3.503 -1.159 0.27
H 7.447 -5.629 -0.331 0.25
C 3.070 -1.469 -6.957 -1.03
C 3.511 -1.077 -5.562 -0.07
O 4.905 -1.298 -5.413 -0.51
H 3.296 -2.523 -7.149 0.27
H 1.996 -1.309 -7.086 0.32
H 3.607 -0.886 -7.711 0.33
H 2.988 -1.677 -4.812 0.29
H 3.300 -0.021 -5.367 0.13
H 5.361 -0.754 -6.078 0.30
C 3.174 6.604 5.838 -0.90
C 1.998 7.551 5.710 -0.26
O 0.786 6.855 5.961 -0.50
H 3.077 5.772 5.134 0.19
H 4.116 7.124 5.642 0.31
H 3.213 6.169 6.842 0.32
H 1.950 7.966 4.699 0.28
H 2.082 8.379 6.420 0.30
H 0.836 6.497 6.864 0.28
```

Calculated values
Net charge: -1
LUMO: 2.07 eV
HOMO: -3.4 eV
HOMO-LUMO gap: 5.5 eV